Record 1
Molecular formula: C3H12NO
Method: DFT, ωB97M-V/def2-TZVPD

As for the orbital gap: 0.4339 Ha. As for the net charge: +1.

Positions of all 17 atoms, in Å:
C (1.199, -1.384, 1.506)
N (0.621, -1.617, 0.130)
H (0.418, -1.079, 2.192)
H (2.034, -0.695, 1.446)
H (1.601, -2.338, 1.844)
H (1.174, -2.340, -0.313)
H (-0.283, -2.093, 0.196)
H (0.602, -0.680, -0.420)
C (-0.243, 1.554, -0.327)
O (0.690, 0.781, -1.125)
C (-1.693, 1.383, -0.789)
H (-0.007, 2.610, -0.427)
H (-0.161, 1.243, 0.710)
H (0.238, 0.630, -1.955)
H (-2.047, 0.359, -0.643)
H (-1.825, 1.634, -1.841)
H (-2.318, 2.032, -0.182)


Record 2
Molecular formula: C9H21FO11P2
Method: DFT, ωB97M-V/def2-TZVPD

Its SMILES is O=C1OC[C@@H](F)O1.COP(=O)(OC)OC.COP(=O)(OC)OC. As for the orbital gap: 0.4045 Ha.

Positions of all 44 atoms, in Å:
O (4.418, -0.170, -0.491)
C (3.273, -0.174, -0.253)
O (2.343, -0.801, -1.049)
C (0.998, -0.600, -0.599)
C (1.239, 0.620, 0.121)
F (0.422, 0.619, 1.072)
O (2.524, 0.494, 0.631)
H (0.394, -0.594, -1.507)
H (0.658, -1.446, -0.003)
H (1.164, 1.526, -0.480)
C (0.058, 0.908, 6.780)
O (-1.365, 1.184, 6.789)
P (-2.570, 0.429, 5.977)
O (-3.229, -0.650, 6.806)
O (-1.866, -0.105, 4.579)
C (-1.361, 0.798, 3.615)
O (-3.514, 1.578, 5.315)
C (-4.748, 1.862, 5.929)
H (0.587, 1.487, 6.023)
H (0.189, -0.161, 6.611)
H (0.449, 1.222, 7.749)
H (-2.170, 0.822, 2.884)
H (-0.381, 0.524, 3.226)
H (-1.163, 1.820, 3.938)
H (-5.392, 0.982, 5.907)
H (-5.292, 2.694, 5.483)
H (-4.691, 2.095, 6.992)
C (1.338, -0.750, -7.718)
O (0.795, -0.873, -6.431)
P (1.803, -0.984, -5.130)
O (3.106, -1.656, -5.474)
O (1.829, 0.514, -4.450)
C (0.598, 1.156, -4.338)
O (1.005, -1.809, -3.964)
C (0.813, -3.274, -4.234)
H (0.905, -1.531, -8.344)
H (2.411, -0.872, -7.863)
H (1.126, 0.224, -8.160)
H (0.731, 2.137, -3.883)
H (-0.185, 0.545, -3.888)
H (0.182, 1.329, -5.330)
H (0.269, -3.828, -3.468)
H (1.811, -3.702, -4.144)
H (0.491, -3.589, -5.226)


What is the orbital gap in the first record?
0.4339 Ha


What is the orbital gap in the second record?
0.4045 Ha


Which value of orbital gap does entry 1 give?
0.4339 Ha